Here is a single C3H4N2O2 molecule from the OMol25 dataset. Energies are from wB97M-V/def2-TZVPD.

Calculated values
F_max in Eh/bohr: 0.089
ΔE to the lowest compared entry with this formula, charge and spin in eV: 8.8569
E_HOMO (alpha / beta) in eV: -8.233 / -7.661

The geometry in ORCA input format:
```
! RIJCOSX wB97M-V def2-TZVPD def2/J DEFGRID3
* xyz 0 1
C 1.42200 -1.11463 1.04411
C 0.45943 0.49055 -0.18480
C -1.58880 0.47173 -1.24688
N 0.80456 -0.70551 -0.06937
N 1.37727 1.02778 1.95945
O 1.69975 -0.23457 1.97042
O -0.44438 1.20494 -0.70187
H 1.82212 -2.06258 1.15071
H -1.21830 -0.61025 -1.16706
H -1.96871 0.72076 -2.24840
H -2.36492 0.81178 -0.50631
*
```

How positive or negative is each atom? The natural (NBO) charges in e answer that: C 0.2640; C 0.6423; C -0.2856; N -0.5529; N -0.1850; O -0.2359; O -0.4677; H 0.1869; H 0.2132; H 0.2123; H 0.2083